Computed, not measured: a structure of composition C57H72BiFN9O12Se in a non-equilibrium geometry, with ωB97M-V with the def2-TZVPD basis set.

Last column: Löwdin charge in e.
Geometry (Å):
Bi (0.19760, 0.28176, -0.30512)  1.97
C (6.36560, -3.83401, 2.78961)  -0.04
C (4.98947, -3.71578, 3.45741)  -0.56
C (4.30708, -5.08435, 3.43180)  -0.07
C (5.16434, -3.27878, 4.91919)  -0.05
C (4.17443, -2.65279, 2.74404)  -0.19
C (2.97246, -2.88247, 2.10957)  -0.08
C (2.27321, -1.81995, 1.57101)  -0.36
Se (0.60257, -2.23421, 0.69127)  1.16
C (1.40194, -2.94813, -0.93466)  -0.33
C (1.75253, -4.28946, -1.00468)  -0.07
C (2.38239, -4.77758, -2.13357)  -0.19
C (2.62051, -3.87480, -3.17527)  0.01
C (2.28347, -2.54157, -3.13555)  -0.08
C (1.64398, -2.02979, -1.96831)  -0.37
O (1.33325, -0.77842, -1.88052)  -0.30
C (2.55120, -1.59190, -4.29486)  -0.53
C (3.43632, -0.42888, -3.82247)  -0.03
C (1.20314, -1.06031, -4.80199)  -0.03
C (3.26817, -2.28274, -5.46283)  -0.07
C (2.84704, -6.21882, -2.30279)  -0.56
C (4.37085, -6.22826, -2.49873)  -0.05
C (2.16822, -6.83017, -3.53820)  -0.05
C (2.51334, -7.09190, -1.09013)  -0.07
C (2.67672, -0.47060, 1.64909)  -0.37
O (1.88358, 0.48950, 1.28647)  -0.27
C (3.96738, -0.25475, 2.20724)  -0.07
C (4.63390, -1.34055, 2.74705)  0.00
C (4.67181, 1.09298, 2.37573)  -0.38
C (4.07413, 2.33167, 1.63684)  -0.27
C (4.58149, 1.46193, 3.87213)  -0.02
C (6.15309, 0.94757, 1.97995)  -0.04
H (6.96032, -4.60501, 3.27835)  0.08
H (6.90488, -2.89234, 2.84898)  0.08
H (6.25099, -4.08980, 1.73875)  0.09
H (4.90816, -5.80751, 3.98174)  0.08
H (4.19957, -5.43695, 2.40982)  0.07
H (3.32387, -5.03462, 3.89318)  0.08
H (5.71714, -4.02432, 5.48799)  0.08
H (4.19265, -3.13105, 5.38557)  0.09
H (5.70806, -2.34046, 4.97637)  0.07
H (2.53926, -3.86670, 2.01068)  0.09
H (1.52079, -4.91684, -0.15512)  0.09
H (3.09605, -4.25458, -4.06440)  0.09
H (2.93227, 0.14116, -3.04870)  0.07
H (3.65062, 0.23827, -4.65609)  0.08
H (4.37981, -0.80569, -3.42675)  0.09
H (0.64620, -0.60198, -3.99029)  0.07
H (0.60991, -1.87850, -5.21117)  0.09
H (1.35725, -0.31334, -5.57863)  0.08
H (4.23742, -2.67181, -5.15359)  0.08
H (3.43373, -1.55961, -6.25968)  0.08
H (2.66693, -3.09523, -5.86803)  0.08
H (4.65024, -5.67279, -3.38931)  0.07
H (4.74117, -7.24780, -2.60240)  0.08
H (4.86041, -5.76366, -1.64569)  0.09
H (2.43665, -6.28586, -4.43881)  0.07
H (1.08631, -6.78904, -3.43030)  0.09
H (2.46858, -7.86952, -3.66866)  0.08
H (3.00822, -6.71674, -0.19820)  0.07
H (2.85360, -8.11299, -1.26495)  0.08
H (1.44034, -7.11391, -0.91480)  0.08
H (5.57544, -1.15748, 3.23482)  0.09
H (2.99953, 2.40343, 1.83623)  0.16
H (4.01142, 1.41567, -0.26822)  0.18
H (5.42784, 3.51849, 1.26968)  0.09
H (3.54155, 1.55726, 4.17305)  0.09
H (5.07615, 2.41131, 4.05734)  0.08
H (5.04050, 0.69400, 4.48931)  0.08
H (6.24749, 0.49342, 0.99614)  0.09
H (6.70645, 0.34875, 2.70040)  0.07
H (6.62980, 1.92153, 1.93734)  0.08
C (-7.51096, -3.29479, -0.61254)  -0.06
C (-6.42027, -3.94813, -1.46026)  -0.20
N (-5.10277, -3.52840, -1.04058)  -0.05
C (-4.51281, -2.47053, -1.70677)  0.03
C (-3.39564, -1.83329, -1.31348)  0.00
C (-2.70481, -0.81930, -2.31272)  -0.64
O (-3.40152, -0.49064, -3.26211)  0.02
O (-1.51463, -0.57680, -2.05614)  -0.12
C (-2.77168, -2.22407, -0.07904)  -0.31
O (-1.95331, -1.57196, 0.56642)  -0.15
C (-3.20857, -3.53972, 0.41369)  -0.03
C (-2.40245, -4.19605, 1.33673)  0.08
C (-2.78843, -5.40863, 1.84865)  -0.18
F (-1.93191, -6.04863, 2.69798)  0.04
C (-4.02973, -5.96391, 1.54325)  -0.15
C (-4.83871, -5.30242, 0.61940)  0.05
C (-4.41800, -4.12516, -0.01894)  -0.13
N (-4.53062, -7.14460, 2.16904)  -0.13
C (-5.04478, -8.21137, 1.33609)  -0.12
C (-6.26467, -8.79786, 2.08706)  -0.08
N (-6.10990, -8.38800, 3.50677)  0.03
C (-4.74491, -8.72494, 3.97957)  -0.08
C (-3.80388, -7.71249, 3.29157)  -0.14
H (-8.49604, -3.62152, -0.93756)  0.07
H (-7.45292, -2.21429, -0.70989)  0.08
H (-7.38123, -3.55010, 0.43705)  0.07
H (-6.53838, -3.64692, -2.50214)  0.12
H (-6.50789, -5.03858, -1.42001)  0.11
H (-4.99060, -2.14312, -2.62056)  0.14
H (-1.45526, -3.75185, 1.62237)  0.08
H (-5.80198, -5.72763, 0.38847)  0.10
H (-4.28735, -8.99127, 1.17319)  0.14
H (-5.33677, -7.82241, 0.36328)  0.13
H (-6.29622, -9.88581, 2.02133)  0.13
H (-7.20297, -8.38857, 1.70874)  0.14
H (-6.85135, -8.76052, 4.10416)  0.19
H (-6.11683, -7.34996, 3.47713)  0.19
H (-4.52166, -9.75682, 3.70164)  0.14
H (-4.68595, -8.63827, 5.06491)  0.14
H (-2.87682, -8.21696, 2.99101)  0.14
H (-3.54588, -6.91457, 3.98775)  0.14
O (-1.20690, 3.96124, -1.84104)  0.04
C (-0.43260, 3.39677, -1.08493)  -0.65
O (-0.72626, 2.59674, -0.14224)  -0.20
C (1.05468, 3.75531, -1.13229)  -0.04
C (1.38363, 5.08300, -1.25538)  0.06
C (2.69292, 5.52734, -1.03524)  -0.16
C (3.66047, 4.62211, -0.57706)  0.08
C (3.32875, 3.30178, -0.45172)  -0.09
C (2.06311, 2.78983, -0.85896)  -0.29
O (1.94506, 1.52086, -1.00305)  -0.21
N (4.27746, 2.33836, 0.11071)  -0.12
O (4.73488, 3.47611, 2.01590)  -0.03
O (5.54976, 2.67729, -0.13465)  -0.19
N (3.00836, 6.88474, -1.20706)  -0.38
O (4.14079, 7.27035, -0.93128)  0.03
O (2.13951, 7.64476, -1.62544)  0.03
H (0.60985, 5.79171, -1.51593)  0.13
H (4.66453, 4.95505, -0.36257)  0.12
C (-0.35314, 1.72914, 2.92037)  -0.18
N (-1.08130, 0.61831, 2.32282)  -0.14
C (-1.23460, -0.42799, 3.31683)  -0.19
N (-1.95707, 0.03712, 4.50717)  -0.09
C (-1.21192, 1.16890, 5.05661)  -0.19
N (-1.04934, 2.25143, 4.10009)  -0.08
C (-2.37497, 2.68926, 3.68135)  -0.18
N (-3.15076, 1.60473, 3.08972)  -0.08
C (-2.40243, 1.09915, 1.93439)  -0.18
C (-3.25827, 0.53543, 4.06746)  -0.20
H (-0.25568, 2.51708, 2.17164)  0.12
H (0.64167, 1.38627, 3.21493)  0.12
H (-0.24506, -0.78177, 3.62584)  0.13
H (-1.79373, -1.25684, 2.87700)  0.11
H (-0.22500, 0.81155, 5.36546)  0.12
H (-1.75149, 1.54707, 5.93430)  0.12
H (-2.26879, 3.48486, 2.94195)  0.13
H (-2.91316, 3.07084, 4.55791)  0.12
H (-2.28045, 1.89610, 1.19838)  0.11
H (-2.96171, 0.27264, 1.49078)  0.12
H (-3.81819, -0.29491, 3.62277)  0.12
H (-3.80287, 0.90705, 4.94523)  0.12

Properties
LUMO energy = -0.03206 hartree
electronic energy = -6326.71872 Eh
Kohn-Sham gap = 3.51 eV
energy above the lowest of the compared OMol25 structures with the same formula, charge and spin = 56.19 kcal per mole
net charge = -1
E_HOMO = -0.1610 Ha
F_max = 0.044 Eh/bohr